Entry 1:
The following is a DFT calculation (wB97M-V/def2-TZVPD) of a structure of composition C19H18LaN5O3 at a distorted geometry.

```
46
Properties=species:S:1:pos:R:3:forces:R:3:lowdin_charge:R:1
La 0.577 -0.314 -0.976 1.4 -1.1 -1.6 2.213
O 4.844 -0.422 -0.056 -3.4 0.7 -0.5 0.052
C 3.589 -0.237 -0.116 3.4 -2.7 0.5 -0.471
N 2.693 -1.244 -0.448 -0.3 2.4 0.5 -0.213
C 3.305 -2.449 -0.925 0.9 -0.2 -0.1 -0.180
C 2.272 -3.266 -1.683 1.8 0.9 -0.2 -0.263
C 2.683 -4.485 -2.174 -0.3 -1.5 -1.2 0.015
C 1.707 -5.369 -2.667 2.3 0.1 -0.4 -0.006
C 0.435 -4.902 -2.787 -1.3 -0.4 0.6 -0.049
C 0.149 -3.613 -2.422 -0.1 0.5 -0.4 -0.140
N 1.057 -2.747 -1.938 -0.1 -0.4 1.2 -0.053
C 3.081 1.057 0.367 0.1 3.1 1.8 -0.157
C 3.952 1.946 1.101 -0.8 -2.0 -1.5 0.063
C 3.466 3.150 1.577 1.5 0.9 0.2 -0.009
C 2.137 3.474 1.383 0.1 -0.1 0.0 0.003
C 1.330 2.543 0.725 1.7 2.1 1.4 -0.140
N 1.763 1.427 0.214 1.9 -2.0 -0.3 -0.132
H 3.821 -3.075 -0.130 -0.9 0.6 -0.6 0.165
H 4.184 -2.120 -1.529 -0.6 -0.6 -0.1 0.146
H 3.745 -4.734 -2.344 -0.6 0.1 0.9 0.149
H 2.003 -6.360 -3.051 -0.3 0.6 0.4 0.143
H -0.343 -5.592 -3.056 -0.4 0.1 -0.4 0.124
H -0.841 -3.217 -2.550 -0.4 0.1 -0.2 0.098
H 4.983 1.619 1.220 -0.2 0.2 0.0 0.136
H 4.219 3.866 2.040 -1.3 -1.0 -0.4 0.161
H 1.775 4.433 1.747 -0.3 -0.4 -0.2 0.131
H 0.327 2.770 0.680 -2.3 0.3 -0.5 0.071
O -2.259 4.580 2.623 -0.8 -1.9 -0.8 -0.051
C -3.590 4.060 2.279 -0.1 3.1 1.0 -0.207
N -3.382 3.174 1.213 0.3 -2.3 -1.6 0.062
C -4.230 2.081 1.024 -0.5 1.6 -0.2 -0.399
O -5.421 2.040 1.291 1.4 0.4 0.2 0.124
C -3.596 0.883 0.409 0.7 -0.2 0.6 -0.103
C -4.385 -0.251 0.211 -0.7 1.1 0.1 0.077
C -3.761 -1.432 -0.137 -0.3 -0.7 0.2 0.013
C -2.378 -1.501 -0.293 -0.4 1.6 0.7 -0.108
N -1.612 -0.413 -0.075 -2.2 1.4 0.9 -0.223
C -2.239 0.793 0.307 1.6 -1.8 -1.7 -0.038
H -2.216 5.449 3.010 -0.7 0.4 0.2 0.086
H -4.245 4.943 1.935 0.7 -1.4 1.0 0.168
H -3.999 3.413 3.067 -0.2 1.0 0.4 0.138
H -2.388 3.072 1.002 -0.8 0.2 0.1 0.105
H -5.474 0.015 0.378 1.2 -1.2 -0.3 0.172
H -4.328 -2.344 -0.184 -0.2 -0.2 -0.4 0.128
H -1.836 -2.387 -0.569 -0.1 -0.5 0.0 0.100
H -1.577 1.684 0.305 -0.4 -0.9 0.4 0.099
```
Forces are in eV/Å.

**Gap between HOMO and LUMO**: 0.27948 Ha
**Energy relative to the best compared isomer or geometry (same formula, charge and spin)**: 44.37 kJ/mol
**LUMO level**: -7.30 eV
**E**: -1265.40925 a.u.
**Charge**: +2

=====

Entry 2:
The following is a DFT calculation (wB97M-V/def2-TZVPD) of an isolated molecule of C19H18N2O4 at a distorted geometry.

```
43
Properties=species:S:1:pos:R:3:forces:R:3:lowdin_charge:R:1
C -1.295 4.182 -4.528 -0.5 0.3 -0.3 -0.070
C -1.378 4.575 -3.044 1.8 -0.2 -0.8 -0.201
O -1.926 3.488 -2.270 0.8 -0.6 1.5 -0.005
C -1.098 2.822 -1.396 2.2 0.7 -1.1 -0.344
O 0.137 2.903 -1.396 -2.6 0.1 -0.2 0.111
C -1.779 1.901 -0.387 -0.8 0.0 -0.5 -0.232
C -3.298 2.243 -0.255 0.3 0.3 -0.7 0.014
C -1.061 2.087 0.937 0.1 1.4 3.0 -0.286
O -1.200 3.102 1.618 0.0 -1.1 -1.7 0.107
C -0.292 0.930 1.598 0.8 1.2 -0.6 -0.013
C 0.390 0.080 0.546 -0.4 -0.1 1.5 -0.209
C 0.975 -1.184 1.086 1.9 -0.1 1.5 -0.166
N 1.979 -1.330 1.964 -1.3 1.3 -1.0 0.195
C 2.412 -2.584 2.196 -0.3 -0.5 -0.2 -0.237
C 3.461 -2.796 3.099 1.6 -1.2 1.0 -0.014
C 4.034 -4.057 3.345 -0.8 1.2 -0.5 -0.063
C 3.464 -5.143 2.659 -1.1 -0.6 -0.9 -0.087
C 2.366 -4.992 1.791 2.3 -0.5 1.1 -0.032
C 1.868 -3.710 1.527 -0.5 -0.8 -0.6 -0.164
C 0.855 -3.519 0.566 -0.6 1.1 0.2 0.072
C 0.398 -2.223 0.417 -0.1 -3.3 -0.9 -0.155
C -0.671 -1.828 -0.517 -1.2 0.5 0.7 -0.064
N -0.640 -0.386 -0.338 -1.4 1.8 -1.0 0.017
C -1.641 0.447 -0.851 0.1 -2.6 -0.3 -0.330
O -2.465 -0.065 -1.598 0.3 0.7 0.2 0.086
H -2.264 3.765 -4.871 0.5 0.3 0.2 0.083
H -0.519 3.450 -4.748 0.0 -0.1 0.3 0.072
H -1.068 5.071 -5.156 -0.2 -0.4 0.5 0.083
H -2.017 5.440 -2.935 -0.4 0.0 0.3 0.115
H -0.347 4.846 -2.684 -1.1 -0.4 -0.1 0.132
H -3.810 1.592 0.440 0.1 -0.1 0.3 0.094
H -3.805 2.132 -1.229 0.5 0.0 0.4 0.098
H -3.378 3.288 0.056 0.0 -0.2 0.1 0.096
H 0.479 1.346 2.254 -0.4 0.2 0.0 0.137
H -1.010 0.388 2.213 0.0 -0.4 -0.1 0.147
H 1.184 0.593 0.039 0.3 0.8 -0.4 0.161
H 3.888 -1.941 3.586 0.0 0.4 0.1 0.104
H 4.899 -4.205 4.021 -0.7 0.3 -0.5 0.113
H 3.859 -6.152 2.765 0.0 0.2 0.2 0.099
H 2.040 -5.887 1.265 -0.3 0.4 0.0 0.112
H 0.401 -4.317 -0.038 0.4 0.1 0.5 0.139
H -0.464 -2.083 -1.529 0.1 -0.4 -0.9 0.127
H -1.662 -2.269 -0.220 0.7 0.5 -0.4 0.158
```
Forces are in eV/Å.

**Gap between HOMO and LUMO**: 0.31050 Ha
**Energy relative to the best compared isomer or geometry (same formula, charge and spin)**: 114.67 kJ/mol
**LUMO level**: -0.29 eV
**E**: -1145.31714 a.u.

=====

Entry 3:
The following is a DFT calculation (wB97M-V/def2-TZVPD) of an isolated molecule of C19H18N4O2S at a distorted geometry.

```
44
Properties=species:S:1:pos:R:3:forces:R:3:lowdin_charge:R:1
C -0.945 -0.344 2.865 0.8 0.6 -0.5 -0.083
O -0.232 0.905 2.803 0.5 -0.5 -0.2 -0.206
C 1.178 0.708 2.540 -0.6 -0.2 -0.4 -0.173
C 1.539 1.067 1.059 0.2 -1.1 1.1 -0.105
N 0.848 0.202 0.065 -0.2 0.3 0.3 0.002
C -0.221 0.715 -0.674 -0.6 -1.0 -0.9 -0.436
O -0.709 0.025 -1.555 0.2 -0.5 -0.1 0.024
C -0.835 2.053 -0.461 0.0 1.7 -1.1 0.015
C -1.256 2.787 -1.561 0.6 -1.0 2.4 0.011
C -1.849 4.150 -1.458 0.3 -0.8 -0.9 -0.233
C -1.725 4.991 -2.573 -0.3 0.4 -0.4 -0.031
C -2.368 6.250 -2.576 0.6 -0.9 0.3 -0.078
C -3.080 6.681 -1.460 0.2 -0.1 -0.9 -0.090
C -3.148 5.834 -0.368 -0.7 0.5 0.3 -0.093
C -2.591 4.572 -0.367 0.2 0.6 0.6 -0.043
C 1.252 -1.170 -0.045 0.9 0.3 0.6 -0.529
N 2.338 -1.559 0.587 -0.6 0.5 0.4 0.007
N 2.541 -2.903 0.591 0.3 0.3 -0.5 0.012
C 1.696 -3.559 -0.142 -0.3 0.6 0.4 -0.550
C 1.725 -5.026 -0.302 -0.7 0.3 0.1 -0.214
C 2.851 -5.727 0.127 0.0 -0.3 -0.4 -0.011
C 2.815 -7.121 -0.015 0.3 0.5 0.1 -0.062
C 1.706 -7.725 -0.590 -1.1 1.0 -0.2 -0.142
N 0.586 -7.049 -0.964 0.5 1.0 0.5 0.062
C 0.578 -5.698 -0.784 1.9 -1.7 0.4 -0.089
S 0.483 -2.521 -0.814 -0.7 0.5 -0.5 1.137
H -0.672 -0.904 3.761 0.1 -0.1 -0.1 0.091
H -0.759 -0.913 1.949 0.1 -0.3 0.2 0.074
H -1.992 -0.128 2.868 -0.6 0.3 0.2 0.079
H 1.423 -0.350 2.745 0.1 0.5 -0.1 0.109
H 1.741 1.359 3.233 -0.2 -0.3 -0.4 0.126
H 2.615 0.944 0.928 0.0 -0.1 0.0 0.116
H 1.335 2.119 0.904 -0.4 0.0 -0.4 0.114
H -0.901 2.459 0.562 0.1 -0.2 -0.6 0.109
H -1.168 2.374 -2.569 0.2 0.0 0.4 0.121
H -1.156 4.620 -3.460 -0.6 0.5 0.8 0.124
H -2.314 6.889 -3.434 0.1 0.1 -0.4 0.093
H -3.615 7.637 -1.534 0.3 -0.5 0.4 0.111
H -3.722 6.172 0.482 0.0 -0.1 0.2 0.102
H -2.713 3.999 0.543 0.1 -0.4 -0.3 0.114
H 3.712 -5.149 0.517 -0.6 -0.6 -0.2 0.124
H 3.650 -7.741 0.298 -0.1 0.1 0.0 0.102
H 1.674 -8.799 -0.734 0.0 0.1 0.0 0.101
H -0.315 -5.125 -0.984 -0.2 -0.3 -0.3 0.088
```
Forces are in eV/Å.

**Gap between HOMO and LUMO**: 0.31692 Ha
**Energy relative to the best compared isomer or geometry (same formula, charge and spin)**: 363.64 kJ/mol
**LUMO level**: -0.16 eV
**E**: -1502.45766 a.u.

=====

Entry 4:
The following is a DFT calculation (wB97M-V/def2-TZVPD) of an isolated molecule of C19H18N4O4 at a distorted geometry.

```
45
Properties=species:S:1:pos:R:3:forces:R:3:lowdin_charge:R:1
C 1.089 0.920 2.318 0.0 -0.1 -0.1 -0.033
C 0.096 0.720 1.188 0.6 0.3 0.0 -0.210
C 0.839 0.355 -0.117 -0.5 0.2 0.5 -0.431
O 1.975 -0.063 -0.130 0.3 0.1 0.2 0.112
N 0.090 0.509 -1.221 -0.3 0.0 -0.6 0.127
C 0.682 0.359 -2.532 0.2 0.0 0.1 -0.180
C 1.275 1.689 -3.047 0.1 -0.3 0.1 -0.073
C 2.043 2.392 -1.962 0.0 0.1 -0.2 -0.233
C 3.401 2.168 -1.788 0.0 0.1 0.0 -0.032
C 4.080 2.764 -0.741 0.1 0.0 0.0 -0.069
C 3.411 3.593 0.143 0.1 0.0 0.1 -0.095
C 2.059 3.831 -0.029 -0.1 0.1 0.1 -0.095
C 1.380 3.233 -1.076 0.0 0.1 -0.1 -0.060
C 1.735 -0.752 -2.487 -0.1 -0.1 -0.4 -0.509
O 2.834 -0.685 -2.958 0.2 0.1 -0.1 0.119
O 1.211 -1.882 -1.997 -0.3 -0.4 0.1 0.116
N -0.858 -0.341 1.493 -1.1 0.1 -0.5 0.019
N -0.454 -1.270 2.355 1.1 0.1 0.4 0.080
N -1.169 -2.229 2.678 0.1 -0.8 0.7 0.085
C -2.432 -2.375 2.163 -0.9 0.6 -0.8 -0.203
C -3.218 -3.465 2.556 0.1 0.1 0.0 -0.007
C -4.486 -3.604 2.043 0.1 0.0 0.1 -0.062
C -4.999 -2.672 1.137 0.0 0.1 -0.1 -0.061
C -4.240 -1.595 0.740 0.0 0.0 0.0 -0.002
C -2.950 -1.437 1.250 0.1 -0.4 0.3 -0.062
C -2.094 -0.331 0.854 0.1 0.0 0.1 -0.346
O -2.379 0.542 0.048 -0.2 0.0 0.0 0.060
H 0.571 1.089 3.258 0.0 0.0 0.1 0.085
H 1.722 0.043 2.409 0.1 0.1 0.1 0.079
H 1.714 1.778 2.084 0.0 0.1 0.0 0.076
H -0.493 1.628 1.010 0.1 -0.2 0.0 0.152
H -0.866 0.837 -1.139 0.2 -0.1 0.1 0.123
H -0.100 0.011 -3.218 0.1 0.0 0.1 0.165
H 1.931 1.459 -3.887 -0.1 0.1 -0.1 0.123
H 0.457 2.323 -3.394 0.0 0.0 0.0 0.121
H 3.918 1.503 -2.462 0.0 -0.1 -0.1 0.111
H 5.135 2.574 -0.609 0.1 0.0 0.0 0.104
H 3.941 4.052 0.965 0.0 0.0 0.1 0.100
H 1.530 4.481 0.654 0.0 0.1 0.0 0.103
H 0.323 3.426 -1.209 -0.1 0.0 0.0 0.115
H 1.901 -2.560 -1.931 0.1 0.3 -0.1 0.139
H -2.803 -4.172 3.257 0.0 -0.1 0.1 0.114
H -5.097 -4.442 2.342 0.0 -0.1 0.0 0.108
H -5.997 -2.801 0.748 -0.1 0.0 0.0 0.107
H -4.612 -0.862 0.041 0.0 0.0 -0.1 0.121
```
Forces are in eV/Å.

**Gap between HOMO and LUMO**: 0.32254 Ha
**Energy relative to the best compared isomer or geometry (same formula, charge and spin)**: 242.19 kJ/mol
**LUMO level**: -0.15 eV
**E**: -1254.84646 a.u.

=====

Entry 5:
The following is a DFT calculation (wB97M-V/def2-TZVPD) of a structure of composition C19H19BrN4O6SW.

```
51
Properties=species:S:1:pos:R:3:forces:R:3:lowdin_charge:R:1
W 0.142 -0.671 -1.076 0.0 0.1 -0.5 1.795
Br 1.860 -1.251 -4.304 0.0 0.0 0.0 0.906
C 2.788 -1.556 -2.709 0.0 0.0 0.0 -0.692
C 4.143 -1.862 -2.752 0.0 0.0 0.0 -0.053
C 4.798 -2.182 -1.578 0.0 0.0 0.0 0.022
C 4.079 -2.246 -0.385 0.0 0.0 -0.1 0.056
C 2.746 -1.937 -0.431 0.0 0.0 0.1 -0.163
N 2.108 -1.540 -1.561 -0.1 -0.1 0.0 -0.054
C 1.834 -2.087 0.755 0.0 0.0 -0.1 -0.486
O 2.170 -2.361 1.857 0.0 0.0 0.0 0.200
O 0.546 -1.911 0.349 0.1 0.3 0.2 -0.206
H 4.656 -1.859 -3.702 0.0 0.0 0.0 0.122
H 5.854 -2.416 -1.595 0.0 0.0 0.0 0.137
H 4.522 -2.547 0.553 0.0 0.0 0.0 0.146
N -1.896 -4.081 -2.568 0.0 0.0 0.0 0.114
C -2.441 -3.151 -3.425 0.0 0.0 0.0 -0.024
C -1.882 -1.965 -3.091 0.0 0.0 0.0 -0.095
N -0.999 -2.173 -2.038 0.0 0.0 -0.1 -0.129
C -1.041 -3.472 -1.751 0.0 0.0 0.0 -0.119
H -2.116 -5.066 -2.548 0.0 0.0 0.0 0.183
H -3.165 -3.411 -4.176 0.0 0.0 0.0 0.139
H -2.045 -0.990 -3.515 0.0 0.0 0.0 0.125
H -0.485 -3.959 -0.969 0.0 0.0 0.0 0.147
C -1.151 1.336 5.748 0.0 0.0 0.0 -0.020
C -1.400 1.383 4.272 0.0 0.0 0.0 -0.222
C -1.288 0.235 3.488 0.0 0.0 0.0 0.006
C -1.502 0.278 2.122 0.0 0.0 0.0 -0.042
C -1.818 1.495 1.530 0.0 0.0 0.0 -0.308
C -1.961 2.656 2.293 0.0 0.0 0.0 -0.042
C -1.746 2.589 3.653 0.0 0.0 0.0 0.004
S -2.220 1.596 -0.150 0.0 0.1 -0.1 0.765
O -1.554 0.399 -0.824 -0.1 -0.3 0.2 -0.455
O -3.602 1.628 -0.467 0.0 0.0 0.0 -0.195
N -1.556 2.947 -0.715 0.1 0.0 0.0 -0.107
C -0.239 3.528 -0.416 0.0 0.0 0.0 -0.153
C 0.867 3.102 -1.399 0.0 0.0 0.0 -0.035
C 0.989 1.626 -1.298 0.1 0.0 0.0 -0.565
O 0.800 0.841 -2.308 0.0 0.0 0.1 -0.150
O 1.085 1.041 -0.182 0.0 0.0 0.1 -0.040
H -1.157 0.315 6.123 0.0 0.0 0.0 0.088
H -1.902 1.912 6.288 0.0 0.0 0.0 0.096
H -0.178 1.775 5.977 0.0 0.0 0.0 0.102
H -1.038 -0.708 3.954 0.0 0.0 0.0 0.131
H -1.441 -0.639 1.552 0.0 0.0 0.0 0.099
H -2.244 3.594 1.831 0.0 0.0 0.0 0.130
H -1.855 3.485 4.251 0.0 0.0 0.0 0.134
H -2.206 3.464 -1.295 0.0 0.0 0.0 0.147
H 0.043 3.253 0.598 0.0 0.0 0.0 0.122
H -0.355 4.610 -0.445 0.0 0.0 0.0 0.144
H 1.807 3.568 -1.096 0.0 0.0 0.0 0.154
H 0.645 3.382 -2.426 0.0 0.0 0.0 0.142
```
Forces are in eV/Å.

**Gap between HOMO and LUMO (alpha / beta)**: 0.27512 / 0.29225 Ha
**Energy relative to the best compared isomer or geometry (same formula, charge and spin)**: 20.26 kJ/mol
**⟨S²⟩**: 2.010
**LUMO level (alpha / beta)**: -7.24 / -7.03 eV
**E**: -4444.75691 a.u.
**Spin multiplicity**: 3
**Charge**: +2

=====

Entry 6:
The following is a DFT calculation (wB97M-V/def2-TZVPD) of a structure of composition C19H19BrN4O6SW.

```
51
Properties=species:S:1:pos:R:3:forces:R:3:lowdin_charge:R:1
W -0.908 0.354 0.596 -0.3 0.2 0.4 1.784
Br -3.084 1.359 3.262 0.0 0.0 0.0 0.901
C -3.199 2.311 1.651 0.1 -0.1 0.1 -0.690
C -4.049 3.402 1.546 0.0 0.0 0.0 -0.050
C -4.155 4.054 0.330 0.0 0.0 0.0 0.024
C -3.432 3.586 -0.764 0.0 0.0 0.0 0.058
C -2.614 2.502 -0.574 0.0 0.0 0.0 -0.165
N -2.472 1.878 0.618 0.2 0.0 -0.2 -0.066
C -1.843 1.866 -1.689 0.0 -0.1 -0.1 -0.471
O -1.847 2.232 -2.814 0.0 0.0 0.0 0.210
O -1.150 0.775 -1.246 0.0 0.1 -0.1 -0.195
H -4.614 3.719 2.410 0.0 0.0 0.0 0.123
H -4.809 4.910 0.233 0.0 0.0 0.0 0.138
H -3.494 4.036 -1.745 0.0 0.0 0.0 0.146
N -3.476 -2.930 1.371 0.0 0.0 0.0 0.122
C -4.383 -2.163 0.675 0.0 0.0 0.0 -0.017
C -3.724 -1.036 0.324 0.0 0.0 0.0 -0.094
N -2.419 -1.117 0.799 -0.1 0.0 0.1 -0.126
C -2.314 -2.290 1.427 0.0 0.0 0.0 -0.118
H -3.653 -3.841 1.770 0.0 0.0 0.0 0.186
H -5.392 -2.486 0.489 0.0 0.0 0.0 0.141
H -4.077 -0.192 -0.241 0.0 0.0 0.0 0.121
H -1.426 -2.668 1.906 0.0 0.0 0.0 0.143
C 3.732 -1.607 -4.458 0.0 0.0 0.0 -0.020
C 3.229 -1.616 -3.048 0.0 0.0 0.0 -0.223
C 1.863 -1.552 -2.771 -0.1 0.0 0.0 0.005
C 1.393 -1.549 -1.471 0.1 0.0 0.0 -0.046
C 2.312 -1.594 -0.428 -0.1 -0.1 0.0 -0.305
C 3.682 -1.686 -0.673 0.0 0.0 0.0 -0.039
C 4.127 -1.689 -1.979 0.0 0.0 0.0 0.004
S 1.768 -1.710 1.215 0.1 0.1 0.1 0.753
O 1.765 -3.009 1.790 0.0 0.0 0.0 -0.209
O 0.373 -1.122 1.237 0.0 -0.3 -0.4 -0.472
N 2.757 -0.789 2.085 -0.1 0.0 0.0 -0.108
C 3.224 0.568 1.787 0.0 0.1 0.0 -0.155
C 2.304 1.692 2.296 0.0 0.0 0.0 -0.036
C 1.003 1.565 1.590 0.1 0.0 0.0 -0.567
O -0.111 1.356 2.204 0.1 -0.1 0.1 -0.138
O 0.931 1.442 0.335 0.0 0.1 0.0 -0.038
H 2.920 -1.683 -5.177 0.0 0.0 0.0 0.087
H 4.424 -2.433 -4.625 0.0 0.0 0.0 0.099
H 4.279 -0.683 -4.656 0.0 0.0 0.0 0.101
H 1.156 -1.511 -3.589 0.0 0.0 0.0 0.130
H 0.326 -1.531 -1.295 0.0 0.0 0.0 0.096
H 4.387 -1.760 0.144 0.0 0.0 0.0 0.130
H 5.189 -1.756 -2.177 0.0 0.0 0.0 0.135
H 3.034 -1.238 2.949 0.0 0.0 0.0 0.147
H 3.355 0.667 0.711 0.0 0.0 0.0 0.124
H 4.203 0.673 2.250 0.0 0.0 0.0 0.144
H 2.765 2.651 2.049 0.0 0.0 0.0 0.153
H 2.145 1.643 3.372 0.0 0.0 0.0 0.142
```
Forces are in eV/Å.

**Gap between HOMO and LUMO (alpha / beta)**: 0.29137 / 0.29120 Ha
**Energy relative to the best compared isomer or geometry (same formula, charge and spin)**: 2.72 kJ/mol
**⟨S²⟩**: 2.010
**LUMO level (alpha / beta)**: -6.86 / -7.04 eV
**E**: -4444.76360 a.u.
**Spin multiplicity**: 3
**Charge**: +2

=====

- The lowest E belongs to which entry?
  number 6